(1)
{
  "formula": "C34H49N9OPSiY",
  "method": "ωB97M-V/def2-TZVPD",
  "species": ["Y", "C", "N", "C", "C", "N", "C", "P", "C", "N", "C", "C", "N", "C", "C", "N", "C", "C", "N", "C", "H", "H", "H", "H", "H", "H", "H", "H", "H", "H", "H", "H", "H", "H", "H", "C", "C", "N", "C", "C", "N", "C", "C", "N", "H", "H", "H", "H", "H", "H", "H", "H", "H", "H", "H", "H", "H", "H", "H", "C", "C", "C", "C", "Si", "O", "C", "C", "C", "C", "C", "C", "C", "C", "C", "C", "C", "C", "H", "H", "H", "H", "H", "H", "H", "H", "H", "H", "H", "H", "H", "H", "H", "H", "H", "H", "H"],
  "coordinates": [[-0.188, 0.444, -0.020], [5.666, -0.821, -0.158], [4.407, -0.273, 0.336], [4.286, 0.448, 1.484], [2.971, 0.788, 1.583], [2.273, 0.287, 0.514], [3.181, -0.351, -0.232], [2.937, -1.055, -1.894], [1.460, -2.092, -1.672], [0.281, -1.751, -1.145], [-0.570, -2.780, -1.450], [0.098, -3.744, -2.144], [1.378, -3.302, -2.273], [2.441, -4.011, -2.979], [2.127, 0.392, -2.627], [1.051, 1.005, -2.141], [0.788, 2.038, -2.983], [1.714, 2.057, -3.988], [2.554, 1.009, -3.757], [3.703, 0.684, -4.590], [6.150, -1.377, 0.641], [6.314, -0.011, -0.489], [5.467, -1.489, -0.990], [5.133, 0.653, 2.117], [2.507, 1.378, 2.352], [-1.614, -2.772, -1.194], [-0.217, -4.688, -2.552], [2.071, -4.997, -3.243], [3.310, -4.118, -2.336], [2.713, -3.476, -3.886], [-0.032, 2.707, -2.811], [1.845, 2.710, -4.833], [3.394, 0.668, -5.632], [4.085, -0.296, -4.315], [4.484, 1.429, -4.451], [-0.866, -1.800, 2.693], [-1.859, -2.047, 1.560], [-2.169, -0.847, 0.762], [-3.076, 0.135, 1.405], [-2.405, 0.978, 2.474], [-1.131, 1.581, 2.014], [-0.115, 1.638, 3.069], [0.315, 0.223, 3.482], [0.166, -0.772, 2.381], [-0.392, -2.753, 2.937], [-1.398, -1.501, 3.593], [-2.771, -2.484, 1.983], [-1.441, -2.789, 0.883], [-2.660, -1.158, -0.072], [-3.944, -0.375, 1.837], [-3.426, 0.780, 0.605], [-2.208, 0.381, 3.361], [-3.104, 1.760, 2.782], [-1.345, 2.533, 1.720], [-0.463, 2.181, 3.954], [0.720, 2.218, 2.668], [-0.275, -0.102, 4.338], [1.345, 0.239, 3.839], [1.055, -1.246, 2.279], [-3.926, 2.647, -2.956], [-3.001, 3.791, -2.513], [-3.862, 5.037, -2.261], [-2.037, 4.085, -3.670], [-2.124, 3.287, -0.906], [-1.633, 1.718, -0.887], [-0.557, 4.300, -0.543], [0.581, 3.696, -0.016], [1.732, 4.393, 0.318], [1.764, 5.766, 0.129], [0.649, 6.408, -0.392], [-0.489, 5.686, -0.720], [-3.277, 3.606, 0.572], [-2.873, 4.413, 1.640], [-3.690, 4.631, 2.745], [-4.948, 4.051, 2.802], [-5.380, 3.256, 1.748], [-4.554, 3.040, 0.656], [-4.400, 2.910, -3.905], [-4.730, 2.461, -2.243], [-3.373, 1.716, -3.101], [-4.414, 5.283, -3.173], [-3.268, 5.916, -2.004], [-4.589, 4.881, -1.464], [-2.592, 4.541, -4.495], [-1.593, 3.169, -4.065], [-1.237, 4.776, -3.393], [0.600, 2.610, 0.128], [2.596, 3.872, 0.714], [2.648, 6.335, 0.382], [0.665, 7.479, -0.543], [-1.341, 6.224, -1.116], [-1.903, 4.898, 1.617], [-3.349, 5.270, 3.548], [-5.594, 4.227, 3.651], [-6.368, 2.813, 1.773], [-4.928, 2.420, -0.152]],
  "multiplicity": 1,
  "homo_energy_ev": -13.270,
  "lumo_energy_ev": -4.78,
  "total_charge": 2,
  "homo_lumo_gap_ev": 8.4892,
  "fmax_ha_per_bohr": 0.0113,
  "e_above_lowest_kj_mol": 31.2
}

---

(2)
{
  "formula": "C4H10N2",
  "method": "ωB97M-V/def2-TZVPD",
  "species": ["C", "C", "C", "C", "N", "N", "H", "H", "H", "H", "H", "H", "H", "H", "H", "H"],
  "coordinates": [[-0.036, -1.557, 0.531], [0.739, -0.209, 0.855], [0.182, 0.992, 0.070], [0.268, 1.628, -2.183], [0.620, 0.830, -1.271], [-1.244, -1.530, 1.330], [0.612, -2.399, 0.825], [-0.013, -1.752, -0.579], [0.685, -0.216, 1.981], [1.879, -0.424, 0.659], [0.571, 1.916, 0.575], [-0.920, 1.053, 0.209], [0.181, 1.451, -3.285], [-0.083, 2.751, -2.104], [-1.964, -1.926, 0.724], [-1.477, -0.607, 1.663]],
  "smiles": "C=NCCCN",
  "multiplicity": 1,
  "homo_energy_ev": -9.070,
  "lumo_energy_ev": 0.94,
  "homo_lumo_gap_ev": 10.0108,
  "fmax_ha_per_bohr": 0.0589,
  "e_above_lowest_kj_mol": 235.0
}

---

(3)
{
  "formula": "C10H19N4O4P",
  "method": "ωB97M-V/def2-TZVPD",
  "species": ["C", "C", "O", "C", "C", "O", "P", "O", "N", "O", "H", "H", "H", "H", "H", "H", "H", "H", "H", "H", "C", "C", "N", "H", "H", "H", "C", "C", "N", "H", "H", "H", "C", "C", "N", "H", "H", "H"],
  "coordinates": [[-1.205, -1.953, -0.255], [-1.360, -0.588, -0.948], [-1.447, -0.708, -2.369], [-0.272, -0.333, -3.043], [0.877, -1.297, -2.770], [2.059, -0.890, -3.489], [3.227, -0.038, -2.738], [2.235, 0.971, -1.784], [2.992, 1.648, -0.809], [2.365, 2.505, -0.324], [-0.995, -2.719, -1.001], [-2.122, -2.231, 0.258], [-0.401, -1.902, 0.476], [-2.275, -0.104, -0.610], [-0.524, 0.066, -0.686], [-0.495, -0.379, -4.111], [0.004, 0.695, -2.803], [1.079, -1.432, -1.706], [0.606, -2.272, -3.177], [3.416, 0.905, -3.790], [-1.677, -6.175, -0.285], [-1.602, -5.232, 0.820], [-1.552, -4.477, 1.682], [-2.015, -7.148, 0.067], [-2.375, -5.818, -1.040], [-0.699, -6.296, -0.748], [0.981, 4.851, 1.152], [1.011, 5.758, 2.289], [1.024, 6.451, 3.203], [0.500, 3.911, 1.418], [0.427, 5.290, 0.323], [1.987, 4.630, 0.807], [-0.528, 2.636, 4.726], [-1.030, 1.963, 3.538], [-1.412, 1.449, 2.586], [-0.872, 2.134, 5.628], [0.560, 2.639, 4.733], [-0.868, 3.670, 4.756]],
  "smiles": "CCOCCOPON=O.CC#N.CC#N.CC#N",
  "multiplicity": 1,
  "homo_energy_ev": -9.367,
  "lumo_energy_ev": -0.28,
  "homo_lumo_gap_ev": 9.0893,
  "fmax_ha_per_bohr": 0.0111
}

---

(4)
{
  "formula": "C3H10NO2",
  "method": "ωB97M-V/def2-TZVPD",
  "species": ["C", "C", "C", "O", "N", "H", "H", "H", "H", "H", "H", "H", "H", "H", "H", "O"],
  "coordinates": [[0.794, -1.214, -0.024], [1.414, 0.241, -0.439], [1.312, 1.232, 0.756], [0.416, 1.114, 1.616], [-0.484, -1.324, -0.752], [0.337, -1.384, 0.992], [1.404, -2.140, -0.468], [0.617, 0.519, -1.181], [2.429, 0.112, -0.979], [1.891, 2.170, 0.842], [-0.973, -2.188, -0.850], [-0.161, -1.212, -1.709], [-1.203, -0.539, -0.843], [-3.042, 0.899, -1.091], [-3.051, -0.210, -0.143], [-2.413, 0.346, -0.498]],
  "multiplicity": 1,
  "homo_energy_ev": -13.893,
  "lumo_energy_ev": -3.55,
  "total_charge": 1,
  "homo_lumo_gap_ev": 10.3430,
  "fmax_ha_per_bohr": 0.0860,
  "e_above_lowest_kj_mol": 254.0
}

---

(5)
{
  "formula": "CH5INO",
  "method": "ωB97M-V/def2-TZVPD",
  "species": ["C", "N", "O", "I", "H", "H", "H", "H", "H"],
  "coordinates": [[0.307, 0.201, -0.116], [-0.823, -0.480, 0.473], [0.217, 0.085, -1.456], [2.133, -0.507, 0.866], [0.273, 2.277, 0.311], [-0.978, 0.011, 1.277], [-0.563, -1.545, 0.703], [-1.582, -0.397, -0.190], [1.017, 0.355, -1.867]],
  "multiplicity": 1,
  "homo_energy_ev": [-14.311, -13.821],
  "lumo_energy_ev": [-5.63, -5.11],
  "total_charge": 1,
  "homo_lumo_gap_ev": [8.6844, 8.7113],
  "fmax_ha_per_bohr": 0.0846,
  "e_above_lowest_kj_mol": 395.9
}